Record 1
Computed, not measured: a cluster of 2 separate species, C3H7NO2 in total, with ωB97M-V/def2-TZVPD.

Output
**ΔE to the lowest compared entry with this formula, charge and spin**: 115.2 kcal/mol
**Gap between HOMO and LUMO (alpha / beta)**: 7.2838 / 7.2819 eV
**Calculated total energy**: -323.59735 Eh
**E_HOMO (alpha / beta)**: -7.0844 / -7.0835 eV

Positions of all 13 atoms, in Å:
O -0.41157 -1.02686 0.92936
O 0.09652 1.75353 -1.22252
N -1.87985 0.61548 0.35065
C 1.38107 -1.43608 0.12610
C 0.42160 0.69918 -0.36117
C -0.62860 0.08399 0.35699
H 1.77864 -1.26051 -0.86527
H -0.52851 1.40076 -1.86852
H -1.96254 1.62108 0.29472
H 1.02305 -2.44642 0.27943
H 1.29906 0.95984 0.22478
H -2.60812 0.10954 0.83004
H 2.01925 -1.07352 0.92540

Atomic forces in eV per Å
O 0.061 0.144 -0.108
O -0.184 -0.046 -0.185
N 0.009 -0.014 0.186
C 0.185 -0.225 0.034
C -0.023 -0.015 0.298
C 0.015 0.045 -0.110
H -0.126 0.032 0.135
H 0.168 0.149 -0.004
H 0.017 -0.144 -0.065
H 0.042 0.145 -0.008
H -0.122 -0.113 -0.036
H 0.107 0.054 -0.022
H -0.148 -0.014 -0.115

Which charges does Mulliken predict for the atoms? In e, they are:
1 O -0.593
2 O -0.567
3 N -0.419
4 C -0.705
5 C -0.514
6 C 0.759
7 H 0.338
8 H 0.337
9 H 0.244
10 H 0.259
11 H 0.285
12 H 0.232
13 H 0.344

Record 2
Computed, not measured: a structure of composition C33H57BaN4OP2, with ωB97M-V/def2-TZVPD.

Output
**Total charge**: +1
**ΔE to the lowest compared entry with this formula, charge and spin**: 0.0 kcal/mol
**Gap between HOMO and LUMO**: 6.4863 eV
**Calculated total energy**: -2293.94320 Eh
**E_HOMO**: -8.8489 eV

Positions of all 98 atoms, in Å:
Ba -0.24793 -0.61618 1.43110
P 1.86847 -1.39290 -0.62836
P -2.55386 1.29903 0.77452
O 0.40337 -1.22915 5.86541
N -1.72350 -2.93306 0.26296
N -2.44638 -4.97339 0.67339
N 1.37052 1.34090 0.81895
N -0.66098 0.53207 -1.36417
C 3.85218 3.02641 0.65844
C -1.60143 -3.99699 1.05377
C 3.83852 2.56404 -1.82513
C 3.49532 -1.50889 0.35079
C -0.69088 -4.22819 2.19761
C 2.06637 3.97357 -0.83683
C 2.02302 1.52336 -0.21215
C 3.21842 -1.06094 1.80581
C -3.04894 1.11870 -0.96747
C 1.47359 -4.07111 -1.16953
C 2.89816 -2.79811 -2.88068
C 3.99751 -2.95778 0.38647
C 1.68229 -2.73724 -1.93542
C -3.96399 0.67027 1.86022
C 0.48487 1.23198 -3.35635
C -4.13961 -0.83323 1.55778
C -1.15302 3.19800 2.21870
C -0.71885 1.64366 -3.93695
C -2.68071 -3.28187 -0.69866
C 0.20758 -1.09163 4.73966
C 0.48319 0.68557 -2.07035
C 0.40217 -2.44088 -2.74559
C 2.96668 2.76124 -0.58145
C -1.80479 1.02005 -1.88339
C -1.49761 3.72973 -0.22614
C -1.88308 1.51016 -3.18879
C 4.56371 -0.62170 -0.28368
C -2.15761 3.13848 1.03272
C 1.80421 0.34117 -1.38435
C -3.53977 0.87114 3.32928
C -3.13753 -4.54328 -0.44504
C -5.28358 1.39685 1.57852
C -3.42185 3.95179 1.32437
H 3.53352 -3.66850 -2.66422
H -2.60937 0.33424 3.58587
H -1.18275 4.76361 -0.00297
H 0.17554 -3.30491 -3.39266
H -5.47903 1.51599 0.50540
H 0.94831 -3.90490 -0.21528
H 2.55102 -2.90478 -3.92123
H -2.97624 -2.62517 -1.50263
H 4.90758 3.17485 0.39855
H -4.18226 3.81487 0.54316
H -5.33972 2.38381 2.05161
H 2.52221 -1.74971 2.32034
H -0.06292 -3.34323 2.39938
H -3.39690 1.93300 3.57277
H -4.33387 0.47722 3.97851
H 3.24703 2.49437 -2.74822
H -2.19123 3.77042 -1.07903
H -3.65920 2.00561 -1.22114
H 2.65187 0.36012 -2.08395
H 4.16411 -1.09203 2.36578
H 0.51806 -1.55320 -3.38533
H 4.34422 0.44854 -0.17846
H 4.27972 -3.32717 -0.60692
H -3.86392 3.72646 2.30182
H 2.82970 -0.03241 1.88283
H 5.51606 -0.82339 0.22759
H -0.11138 3.07830 1.86278
H 3.77315 2.19753 1.37090
H -3.67804 0.22323 -1.10076
H 4.70987 -0.85076 -1.34490
H 2.67168 4.88208 -0.98687
H -0.73332 2.05798 -4.94336
H 4.89370 -2.98548 1.02287
H 1.43342 1.31902 -3.89131
H 3.26274 -3.64366 0.82541
H -3.14392 5.01668 1.33327
H -4.94693 -1.22702 2.19096
H -3.88212 -5.13299 -0.95050
H 3.51934 -1.89427 -2.84610
H -4.41331 -1.02019 0.51058
H -3.24082 -1.43251 1.77147
H 3.50014 3.92873 1.16799
H 4.49159 3.44353 -1.94743
H 1.42435 4.13374 0.04019
H 0.85654 -4.75147 -1.77386
H 1.44058 3.82584 -1.73050
H -0.45646 -2.28110 -2.08117
H -0.60397 3.15953 -0.52225
H -1.26211 4.16463 2.73795
H -6.09565 0.79158 2.00584
H -2.51402 -5.89658 1.10108
H -2.85495 1.82514 -3.57642
H 4.51176 1.70043 -1.76177
H 2.42263 -4.57970 -0.95615
H -1.27475 -4.45423 3.10243
H -0.02897 -5.08248 1.97291
H -1.32657 2.39911 2.96518

Atomic forces in eV per Å
Ba 0.182 0.364 -0.052
P -0.990 0.456 0.927
P 0.839 -0.154 0.697
O -0.622 0.451 -3.599
N 0.001 -0.625 0.152
N -0.450 -0.624 -0.365
N 0.001 0.363 0.552
N 0.040 0.473 -0.109
C -0.068 0.033 0.134
C -0.432 0.541 -0.750
C 0.297 0.119 -0.240
C -0.342 0.111 -0.556
C 0.391 0.192 0.371
C -0.180 0.098 0.141
C -0.236 -1.033 -1.020
C 0.087 0.126 0.005
C -0.107 0.029 -0.589
C 0.018 -0.082 -0.048
C -0.016 -0.294 -0.544
C 0.129 -0.006 0.107
C 0.421 0.264 0.059
C 0.139 0.686 -0.508
C -0.154 0.192 -0.216
C 0.060 0.100 0.096
C 0.074 0.019 -0.045
C 0.393 -0.450 0.363
C 0.318 -0.372 0.829
C 0.626 -0.447 3.566
C 0.359 -0.416 0.175
C 0.009 0.160 0.042
C -0.235 -0.728 0.173
C -0.068 0.050 0.097
C 0.156 -0.228 -0.040
C -0.203 0.222 0.157
C 0.409 0.067 0.285
C -0.379 -0.352 0.153
C 0.709 0.141 -0.455
C -0.224 -0.065 -0.037
C 0.214 0.436 0.011
C -0.494 -0.216 0.369
C 0.095 0.412 0.064
H -0.084 0.323 -0.061
H -0.238 0.126 -0.139
H -0.094 -0.341 -0.046
H 0.150 0.255 0.192
H 0.032 -0.083 0.201
H 0.092 -0.065 -0.314
H 0.196 -0.026 0.271
H 0.092 0.054 0.140
H -0.218 -0.021 -0.030
H 0.140 0.046 0.206
H 0.060 -0.343 -0.188
H 0.195 0.067 -0.195
H -0.177 -0.501 -0.054
H -0.060 -0.337 -0.055
H 0.160 0.077 -0.052
H 0.064 -0.089 0.219
H 0.157 0.015 0.230
H 0.214 -0.484 -0.352
H -0.490 0.282 -0.300
H -0.165 -0.054 -0.061
H -0.034 -0.309 0.198
H 0.012 -0.415 0.035
H -0.060 0.112 0.254
H 0.132 0.036 -0.241
H 0.128 -0.367 -0.163
H -0.064 0.169 -0.122
H -0.507 0.026 0.146
H 0.103 0.235 -0.084
H 0.134 0.294 0.137
H -0.020 0.039 0.158
H -0.123 -0.289 0.013
H -0.042 -0.104 0.216
H -0.146 -0.036 -0.138
H -0.346 0.043 0.157
H 0.137 0.160 -0.069
H -0.131 -0.185 0.013
H 0.129 0.076 -0.133
H 0.068 -0.097 0.076
H -0.148 -0.211 -0.032
H 0.029 0.049 0.277
H -0.185 0.227 -0.056
H 0.143 -0.150 0.072
H -0.237 -0.192 0.081
H 0.084 0.010 -0.274
H 0.153 0.134 0.089
H 0.087 0.057 0.243
H 0.142 -0.008 -0.131
H -0.294 0.191 0.108
H 0.144 -0.275 -0.157
H -0.023 0.185 -0.139
H -0.005 0.542 -0.265
H 0.370 -0.005 0.094
H -0.223 0.131 -0.039
H -0.338 0.174 -0.074
H 0.291 0.039 -0.177
H -0.151 0.385 0.219
H 0.000 0.415 -0.259

Which charges does Mulliken predict for the atoms? In e, they are:
1 Ba 1.952
2 P -0.703
3 P 0.122
4 O -0.149
5 N 0.739
6 N -0.028
7 N -0.100
8 N 1.951
9 C -1.685
10 C 0.015
11 C -1.874
12 C 2.357
13 C -1.037
14 C -1.700
15 C -0.907
16 C -1.782
17 C -1.420
18 C -1.939
19 C -1.558
20 C -1.846
21 C 2.078
22 C 2.527
23 C -0.795
24 C -1.927
25 C -1.444
26 C -1.357
27 C -0.378
28 C 0.179
29 C -2.598
30 C -1.927
31 C 2.560
32 C -0.530
33 C -1.737
34 C -0.926
35 C -1.582
36 C 1.977
37 C 1.594
38 C -1.795
39 C -1.146
40 C -1.880
41 C -1.940
42 H 0.357
43 H 0.189
44 H 0.639
45 H 0.756
46 H 0.276
47 H 0.122
48 H 0.431
49 H 0.488
50 H 0.356
51 H 0.318
52 H 0.367
53 H 0.236
54 H -0.212
55 H 0.331
56 H 0.479
57 H 0.191
58 H 0.314
59 H 0.685
60 H 1.510
61 H 0.555
62 H 0.328
63 H 0.118
64 H 0.287
65 H 0.331
66 H 0.262
67 H 0.623
68 H 0.088
69 H 0.215
70 H 0.797
71 H 0.124
72 H 0.484
73 H 0.441
74 H 0.569
75 H 0.496
76 H 0.266
77 H 0.544
78 H 0.654
79 H 0.454
80 H 0.157
81 H 0.344
82 H 0.233
83 H 0.444
84 H 0.541
85 H 0.294
86 H 0.485
87 H 0.289
88 H -0.122
89 H 0.020
90 H 0.522
91 H 0.531
92 H 0.249
93 H 0.525
94 H 0.285
95 H 0.403
96 H 0.464
97 H 0.383
98 H 0.118